Record 1
{
  "formula": "C38H33Br2F4N5PSn",
  "method": "ωB97M-V with the def2-TZVPD basis set",
  "symbols": ["Sn", "C", "N", "C", "C", "C", "N", "C", "C", "F", "C", "F", "C", "C", "F", "C", "F", "H", "H", "H", "H", "H", "H", "H", "H", "H", "H", "H", "N", "C", "C", "C", "C", "C", "C", "P", "C", "C", "C", "C", "C", "C", "C", "C", "C", "C", "C", "C", "H", "H", "H", "H", "H", "H", "H", "H", "H", "H", "H", "H", "H", "H", "H", "H", "Br", "C", "C", "C", "N", "C", "C", "C", "C", "C", "Br", "C", "C", "N", "H", "H", "H", "H", "H", "H"],
  "xyz": [[0.7031, -1.1310, 0.3875], [1.6044, -3.7366, -1.2168], [1.8530, -3.1887, 0.1242], [1.5714, -4.2137, 1.1378], [3.2369, -2.6882, 0.2116], [3.4827, -1.9494, 1.5128], [2.3806, -1.0221, 1.7613], [2.5497, -0.0410, 2.7074], [1.5240, 0.8934, 2.9216], [0.3949, 0.7725, 2.1641], [1.5740, 1.9129, 3.8449], [0.5268, 2.7382, 3.9354], [2.6756, 2.0811, 4.6583], [3.6956, 1.1667, 4.4983], [4.7832, 1.2524, 5.2663], [3.6465, 0.1366, 3.5733], [4.6923, -0.7129, 3.5565], [2.3135, -4.5393, -1.4410], [1.7158, -2.9508, -1.9659], [0.5940, -4.1345, -1.2574], [2.2260, -5.0800, 0.9944], [0.5328, -4.5259, 1.0438], [1.7290, -3.8122, 2.1359], [3.3808, -2.0070, -0.6330], [3.9480, -3.5147, 0.1016], [4.4368, -1.4320, 1.4092], [3.6087, -2.6635, 2.3336], [2.7367, 2.8785, 5.3831], [2.3399, 1.2553, -0.4300], [2.1456, 1.7627, -1.7332], [3.2238, 1.7854, -2.6200], [3.0677, 2.2730, -3.9034], [1.8333, 2.7541, -4.3256], [0.7636, 2.7116, -3.4519], [0.8870, 2.1999, -2.1583], [-0.5629, 2.0837, -1.0357], [-1.7352, 1.1196, -2.0614], [-1.3835, 0.3573, -3.1705], [-2.3573, -0.3222, -3.8975], [-3.6883, -0.2509, -3.5216], [-4.0464, 0.4739, -2.3897], [-3.0776, 1.1412, -1.6622], [-1.2436, 3.7761, -1.1333], [-2.0147, 4.2618, -2.1857], [-2.4228, 5.5869, -2.1999], [-2.0594, 6.4394, -1.1667], [-1.2972, 5.9625, -0.1097], [-0.9009, 4.6341, -0.0897], [1.7465, 1.7157, 0.2487], [3.3046, 1.3032, -0.1318], [4.1951, 1.4357, -2.2879], [3.9176, 2.2921, -4.5732], [1.7110, 3.1579, -5.3213], [-0.2017, 3.0835, -3.7754], [-0.3528, 0.3260, -3.5007], [-2.0718, -0.8843, -4.7784], [-4.4481, -0.7563, -4.1055], [-5.0851, 0.5299, -2.0888], [-3.3640, 1.7253, -0.7936], [-2.3059, 3.6018, -2.9949], [-3.0241, 5.9556, -3.0210], [-2.3769, 7.4738, -1.1814], [-1.0227, 6.6221, 0.7030], [-0.3291, 4.2546, 0.7507], [-6.0242, -2.4896, -1.1266], [-4.1930, -2.6376, -0.7565], [-3.2902, -2.8824, -1.7766], [-1.9491, -2.9479, -1.4477], [-1.4886, -2.8334, -0.2045], [-2.3710, -2.6141, 0.7704], [-3.7360, -2.4882, 0.5426], [-1.8124, -2.5075, 2.1457], [-2.5714, -2.9017, 3.2396], [-2.0205, -2.8055, 4.5071], [-3.0163, -3.3232, 6.0047], [-0.7257, -2.3366, 4.6517], [-0.0386, -1.9798, 3.5093], [-0.5569, -2.0546, 2.2808], [-3.6115, -2.9943, -2.8004], [-1.2122, -3.0960, -2.2290], [-4.4199, -2.2615, 1.3468], [-3.5645, -3.3018, 3.1021], [-0.2593, -2.2528, 5.6221], [0.9807, -1.6221, 3.5671]],
  "mulliken_charge": [1.374, -1.190, 0.606, -1.147, -1.422, -0.970, 0.937, -0.595, 0.561, -0.273, 0.014, -0.303, -0.530, 0.148, -0.307, 0.223, -0.339, 0.381, 0.380, 0.307, 0.351, 0.294, 0.265, 0.409, 0.464, 0.557, 0.505, 0.545, -0.053, 0.495, -0.679, -0.743, -0.918, 0.210, 0.199, 0.442, 0.576, -0.305, -0.794, -0.642, -0.725, -0.880, 0.581, -0.369, -0.813, -0.505, -0.617, -0.544, -0.075, 0.258, 0.417, 0.393, 0.447, 0.282, 0.409, 0.408, 0.435, 0.545, 0.555, 0.344, 0.402, 0.387, 0.422, 0.377, -0.069, -0.286, -0.803, -0.107, 0.076, 0.413, -0.939, 0.518, -0.819, -0.341, -0.109, -1.028, -0.554, 0.589, 0.540, 0.321, 0.519, 0.622, 0.533, 0.763],
  "energy_ha": -7844.6222,
  "gap_ha": 0.2659,
  "relative_energy_kcal_mol": 0.0,
  "max_force_ev_per_a": 0.237,
  "total_charge": 1
}


Record 2
{
  "formula": "C5H11NO",
  "method": "ωB97M-V with the def2-TZVPD basis set",
  "symbols": ["C", "C", "C", "N", "C", "C", "O", "H", "H", "H", "H", "H", "H", "H", "H", "H", "H", "H"],
  "xyz": [[0.9329, 0.5082, -1.6678], [-0.3260, 0.6061, -0.8452], [-1.4042, -0.4024, -0.9696], [-0.5342, -0.3930, 0.2005], [-1.1708, 0.0444, 1.4397], [2.2321, -0.4966, 1.8672], [1.6457, -1.5433, 1.3651], [1.7925, 0.9238, -1.1317], [0.8153, 1.0593, -2.6074], [1.1520, -0.5366, -1.9118], [-0.6425, 1.6170, -0.5835], [-1.2838, -1.2436, -1.6484], [-2.4321, -0.0780, -0.8125], [-1.7270, 0.9849, 1.3177], [-1.8621, -0.7340, 1.7751], [1.6810, 0.4020, 1.4357], [-0.4116, 0.1837, 2.2139], [0.8681, -1.3248, 0.7711]],
  "mulliken_charge": [-1.486, 0.202, -0.442, -0.241, -0.994, -0.247, -0.299, 0.299, 0.408, 0.313, 0.338, 0.250, 0.266, 0.387, 0.339, 0.073, 0.269, 0.566],
  "energy_ha": -326.9559,
  "gap_ha": 0.3282,
  "relative_energy_kcal_mol": 110.1,
  "max_force_ev_per_a": 0.437
}


Record 3
{
  "formula": "C23H30N2O2",
  "method": "ωB97M-V with the def2-TZVPD basis set",
  "symbols": ["C", "C", "C", "C", "C", "C", "O", "N", "H", "C", "C", "C", "C", "C", "C", "C", "H", "H", "H", "H", "H", "C", "H", "H", "H", "H", "H", "C", "O", "N", "H", "C", "C", "C", "C", "C", "C", "C", "H", "H", "H", "H", "H", "C", "H", "H", "H", "H", "H", "H", "H", "H", "H", "H", "H", "H", "H"],
  "xyz": [[3.3884, -2.7682, 2.2508], [2.1808, -3.2504, 3.0479], [1.3320, -2.0951, 3.6029], [-0.0249, -1.9270, 2.9148], [0.0981, -1.5368, 1.4389], [-1.2781, -1.4528, 0.7541], [-1.5488, -2.1406, -0.2078], [-2.0945, -0.5607, 1.3430], [-1.6418, 0.0923, 1.9712], [-3.3653, -0.1311, 0.7613], [-3.1017, 0.5762, -0.5557], [-2.2765, 1.6983, -0.5349], [-1.9961, 2.3931, -1.6953], [-2.5370, 1.9753, -2.8996], [-3.3433, 0.8529, -2.9323], [-3.6234, 0.1548, -1.7688], [-4.2492, -0.7210, -1.8192], [-3.7605, 0.5140, -3.8697], [-2.3261, 2.5225, -3.8063], [-1.3540, 3.2608, -1.6612], [-1.8468, 2.0302, 0.3999], [-4.3246, -1.3138, 0.6796], [-3.9146, -2.0833, 0.0326], [-5.2904, -0.9892, 0.3019], [-4.4612, -1.7341, 1.6737], [-3.7788, 0.6063, 1.4616], [0.6797, -2.2869, 0.8992], [0.6955, -0.1504, 1.2689], [0.3148, 0.8028, 1.9275], [1.6255, -0.0560, 0.3033], [1.8529, -0.8701, -0.2461], [2.2126, 1.1968, -0.1205], [1.6661, 1.6796, -1.4486], [0.9923, 0.8437, -2.3274], [0.5670, 1.3150, -3.5579], [0.8067, 2.6266, -3.9241], [1.4605, 3.4736, -3.0449], [1.8859, 3.0023, -1.8172], [2.3916, 3.6677, -1.1319], [1.6390, 4.5041, -3.3161], [0.4796, 2.9916, -4.8865], [0.0443, 0.6500, -4.2287], [0.7740, -0.1792, -2.0592], [3.7331, 1.0355, -0.2066], [4.1984, 1.9810, -0.4686], [3.9878, 0.3040, -0.9717], [4.1313, 0.7004, 0.7484], [1.9589, 1.9250, 0.6584], [-0.5810, -1.1507, 3.4431], [-0.5910, -2.8584, 2.9871], [1.8860, -1.1581, 3.5190], [1.1403, -2.2619, 4.6646], [1.5610, -3.8915, 2.4182], [2.5411, -3.8678, 3.8730], [4.0608, -2.2005, 2.8907], [3.9391, -3.6138, 1.8438], [3.0841, -2.1269, 1.4276]],
  "mulliken_charge": [-0.978, -0.517, -0.751, -0.979, 1.056, -0.622, -0.686, 0.010, 0.334, 0.178, 0.276, -0.171, -0.656, -0.477, -0.871, -0.200, 0.379, 0.400, 0.474, 0.413, 0.340, -1.955, 0.412, 0.470, 0.422, 0.505, 0.807, -0.370, -0.730, 0.011, 0.571, -0.646, 0.752, -0.017, -0.867, -0.405, -0.796, -0.250, 0.433, 0.378, 0.451, 0.400, 0.242, -1.459, 0.418, 0.402, 0.386, 0.388, 0.315, 0.525, 0.381, 0.390, 0.344, 0.370, 0.321, 0.382, 0.067],
  "energy_ha": -1154.4801,
  "gap_ha": 0.3521,
  "relative_energy_kcal_mol": 1.6,
  "max_force_ev_per_a": 0.593,
  "smiles": "CCCC[C@H](C(=O)N[C@@H](C)c1ccccc1)C(=O)N[C@H](C)c1ccccc1"
}


Record 4
{
  "formula": "C34H26BrClF6O5S",
  "method": "ωB97M-V with the def2-TZVPD basis set",
  "symbols": ["C", "C", "Br", "C", "C", "C", "F", "C", "Cl", "C", "C", "C", "C", "O", "C", "C", "C", "C", "C", "C", "O", "C", "C", "S", "O", "O", "C", "F", "F", "C", "F", "F", "F", "C", "C", "O", "H", "H", "H", "H", "H", "H", "H", "H", "H", "H", "H", "H", "H", "H", "C", "C", "C", "C", "C", "C", "H", "H", "H", "H", "H", "H", "C", "C", "C", "C", "C", "C", "H", "H", "H", "H", "H", "H"],
  "xyz": [[8.5133, 2.9146, 0.5569], [8.3398, 2.0287, -0.7086], [9.3101, 0.3175, -0.4100], [6.8679, 1.6305, -0.9223], [6.0065, 2.7083, -1.5428], [6.3895, 3.4069, -2.6639], [7.5677, 3.1637, -3.2536], [5.6140, 4.3744, -3.2483], [6.1861, 5.2465, -4.6397], [4.3685, 4.6896, -2.7621], [3.9674, 4.0019, -1.6525], [4.7582, 3.0446, -1.0433], [4.1860, 2.3847, 0.1975], [4.8138, 2.1819, 1.2153], [2.7126, 2.0366, 0.0735], [2.2288, 0.8430, 0.5530], [0.8835, 0.5552, 0.3787], [0.3107, -0.7557, 0.8434], [0.3621, -1.6489, -0.4488], [-1.0159, -1.8881, -1.1588], [-0.2827, -2.8763, -0.3714], [0.0988, 1.4872, -0.2622], [0.5829, 2.6784, -0.7384], [-0.4966, 3.8019, -1.6059], [0.1923, 4.2172, -2.7924], [-1.7050, 3.1063, -1.9478], [-0.8566, 5.2926, -0.5265], [-0.1509, 5.1275, 0.6020], [-0.5263, 6.3982, -1.1728], [-2.3738, 5.4027, -0.1636], [-2.4945, 6.4136, 0.6978], [-3.0614, 5.6700, -1.2689], [-2.8394, 4.2874, 0.3839], [1.9256, 2.9726, -0.5607], [2.6044, 4.2453, -1.0442], [2.1172, 5.3496, -0.9214], [9.0759, 3.8054, 0.2591], [7.5623, 3.1651, 1.0323], [9.1438, 2.3708, 1.2620], [8.8178, 2.4640, -1.5797], [6.4889, 1.2361, 0.0183], [6.8689, 0.7837, -1.6263], [3.7711, 5.4513, -3.2483], [2.9226, 0.1626, 1.0395], [-0.7394, -0.7153, 1.1317], [0.9545, -1.3055, 1.5338], [1.2423, -1.5434, -1.0838], [-0.6261, -1.7097, -2.1566], [-1.6363, -1.2222, -0.5750], [-0.9560, 1.2695, -0.4278], [-3.7212, -2.8239, 0.8018], [-3.5860, -2.1950, 2.0329], [-4.7141, -1.8384, 2.7593], [-5.9783, -2.1197, 2.2583], [-6.1129, -2.7519, 1.0295], [-4.9850, -3.1005, 0.2991], [-2.8419, -3.0998, 0.2360], [-2.5989, -1.9826, 2.4269], [-4.6087, -1.3427, 3.7162], [-6.8586, -1.8467, 2.8267], [-7.0990, -2.9733, 0.6404], [-5.0909, -3.5892, -0.6612], [-5.3247, -7.0578, 1.6741], [-5.6300, -8.3542, 1.2824], [-6.9553, -8.7445, 1.1445], [-7.9753, -7.8353, 1.3895], [-7.6696, -6.5377, 1.7778], [-6.3447, -6.1498, 1.9242], [-4.2911, -6.7539, 1.7846], [-4.8342, -9.0616, 1.0850], [-7.1934, -9.7575, 0.8452], [-9.0089, -8.1383, 1.2776], [-8.4655, -5.8278, 1.9674], [-6.1066, -5.1405, 2.2318]],
  "mulliken_charge": [-1.011, -0.013, -0.184, -1.442, 0.861, 0.323, -0.411, 0.040, -0.183, -0.943, 0.591, 0.028, -0.523, -0.568, 0.919, -1.262, 0.495, -0.737, -0.094, -0.638, -0.409, -0.617, 0.068, 1.466, -0.674, -0.723, 0.719, -0.254, -0.246, 0.639, -0.244, -0.230, -0.205, 0.000, -0.066, -0.521, 0.263, 0.252, 0.387, 0.526, 0.543, 0.506, 0.629, 0.526, 0.253, 0.328, 0.642, 0.366, 0.195, 0.620, -0.381, -0.355, -0.535, -0.301, -0.568, -0.457, 0.536, 0.473, 0.389, 0.382, 0.427, 0.404, -0.542, -0.356, -0.415, -0.353, -0.455, -0.156, 0.375, 0.359, 0.353, 0.358, 0.368, 0.461],
  "energy_ha": -5718.8954,
  "gap_ha": 0.2942,
  "relative_energy_kcal_mol": 30.3,
  "max_force_ev_per_a": 4.486,
  "smiles": "C[C@@H](Br)Cc1c(F)c(Cl)cc2c1C(=O)c1cc(C[C@@H]3CO3)cc(S(=O)(=O)C(F)(F)C(F)(F)F)c1C2=O.c1ccccc1.c1ccccc1"
}